The following is a quantum chemistry calculation of 12 unconnected molecules or ions with the total composition C37H81BIN25O20S2, from the Open Molecules 2025 dataset.

Geometry as ORCA input:
```
! RIJCOSX wB97M-V def2-TZVPD def2/J DEFGRID3
* xyz 0 1
C 0.252 4.206 1.192
C 0.148 2.680 1.454
B -0.206 1.856 0.147
O 0.638 2.190 -0.887
C -1.450 0.797 0.069
N -2.711 1.544 -0.119
C -3.468 1.920 1.077
C -3.156 3.199 1.844
O -4.419 1.277 1.445
C -2.980 2.468 -1.160
C -2.042 3.452 -1.847
O -4.144 2.558 -1.496
O -1.657 0.348 1.461
S -0.654 -0.636 2.139
O 0.633 -0.166 2.516
O -1.342 -1.148 3.288
C -0.539 -2.021 1.005
S 0.747 -3.169 1.573
C -0.502 -1.671 -0.538
C -0.993 -3.015 -1.207
C -0.008 -3.669 -2.210
C 1.050 -4.593 -1.598
C 1.779 -5.343 -2.746
C 3.174 -4.752 -2.900
O 3.965 -5.154 -1.761
C 4.818 -4.164 -1.351
C 6.301 -4.433 -1.521
O 4.432 -3.131 -0.872
O 0.865 -1.601 -1.000
C 1.668 -0.779 -0.409
N 2.385 -0.039 0.148
C -1.392 -0.444 -0.949
C -0.888 0.081 -2.298
C -1.030 -0.804 -3.563
C 0.273 -0.788 -4.394
I 0.213 0.676 -5.950
C -2.877 -0.861 -1.043
C -3.644 -0.620 -2.156
C -4.947 -1.023 -2.153
N -5.581 -1.635 -1.178
C -4.854 -1.832 -0.093
C -3.551 -1.466 -0.018
H 1.239 4.550 1.503
H -0.460 4.738 1.822
H 0.139 4.491 0.148
H -0.466 2.434 2.316
H 1.160 2.336 1.693
H 0.179 2.349 -1.717
H -4.109 3.623 2.139
H -2.652 2.884 2.756
H -2.563 3.910 1.278
H -2.602 4.265 -2.285
H -1.371 3.900 -1.108
H -1.427 3.024 -2.641
H -1.454 -2.568 1.188
H 0.167 -4.367 1.365
H -1.183 -3.789 -0.469
H -1.919 -2.894 -1.761
H -0.639 -4.360 -2.782
H 0.397 -2.990 -2.956
H 1.791 -4.046 -1.025
H 0.525 -5.317 -0.977
H 1.785 -6.424 -2.622
H 1.247 -5.132 -3.676
H 3.097 -3.665 -2.895
H 3.596 -5.095 -3.850
H 6.727 -4.739 -0.569
H 6.412 -5.246 -2.241
H 6.812 -3.567 -1.924
H 0.161 0.353 -2.251
H -1.370 1.031 -2.528
H -1.431 -1.803 -3.442
H -1.741 -0.306 -4.219
H 1.168 -0.723 -3.781
H 0.325 -1.754 -4.893
H -3.249 -0.107 -3.013
H -5.521 -0.817 -3.053
H -5.334 -2.301 0.754
H -3.080 -1.649 0.935
C -1.432 -2.132 7.179
O -0.924 -1.861 8.262
N -1.614 -1.209 6.202
N -1.857 -3.395 6.872
H -2.020 -1.411 5.307
H -1.311 -0.274 6.396
H -1.737 -4.103 7.571
H -2.273 -3.641 5.995
C 1.674 4.522 -5.665
O 0.523 4.128 -5.535
N 2.007 5.847 -5.601
N 2.714 3.672 -5.885
H 2.943 6.189 -5.706
H 1.264 6.500 -5.441
H 2.499 2.694 -5.937
H 3.670 3.964 -5.997
C -6.938 -1.235 -5.816
O -6.437 -0.955 -4.740
N -7.183 -0.296 -6.777
N -7.295 -2.512 -6.144
H -7.593 -0.503 -7.666
H -6.932 0.652 -6.564
H -7.129 -3.224 -5.458
H -7.708 -2.767 -7.021
C 3.833 5.166 2.938
O 2.616 5.227 2.802
N 4.560 4.097 2.489
N 4.549 6.145 3.544
H 5.554 4.022 2.590
H 4.058 3.355 2.038
H 4.043 6.935 3.893
H 5.541 6.111 3.674
C -6.209 6.208 2.257
O -5.146 6.277 1.667
N -7.112 5.204 2.025
N -6.588 7.123 3.200
H -7.992 5.126 2.497
H -6.866 4.516 1.336
H -5.948 7.871 3.394
H -7.457 7.084 3.697
C 4.168 6.078 7.429
O 4.705 6.273 6.352
N 2.987 5.402 7.541
N 4.701 6.520 8.610
H 2.525 5.228 8.413
H 2.570 5.065 6.692
H 5.568 7.020 8.561
H 4.275 6.370 9.504
C 3.529 -9.116 -3.109
O 2.324 -9.038 -3.272
N 4.262 -10.185 -3.550
N 4.243 -8.140 -2.472
H 5.252 -10.269 -3.426
H 3.766 -10.917 -4.021
H 3.731 -7.343 -2.138
H 5.233 -8.177 -2.325
C -6.934 0.331 4.630
O -7.665 -0.445 5.221
N -7.116 1.690 4.675
N -5.875 -0.078 3.875
H -6.528 2.345 4.197
H -7.884 2.029 5.222
H -5.709 -1.064 3.817
H -5.265 0.549 3.381
C 6.362 1.964 -6.406
O 6.040 3.088 -6.767
N 7.423 1.728 -5.581
N 5.687 0.848 -6.797
H 7.694 0.808 -5.283
H 7.948 2.522 -5.269
H 4.901 0.975 -7.406
H 5.941 -0.081 -6.505
C -3.249 -0.345 11.358
O -4.028 0.236 12.095
N -1.948 -0.592 11.704
N -3.597 -0.802 10.121
H -1.297 -1.066 11.105
H -1.646 -0.274 12.605
H -4.539 -0.645 9.818
H -2.956 -1.281 9.513
C 7.764 -2.903 -5.333
O 7.379 -1.833 -5.780
N 9.076 -3.153 -5.057
N 6.903 -3.931 -5.074
H 9.410 -4.024 -4.690
H 9.732 -2.417 -5.237
H 5.931 -3.774 -5.266
H 7.190 -4.817 -4.705
*
```

Properties
* structure (SMILES): CCB(O)[C@]1(N(C(C)=O)C(C)=O)OS(=O)(=O)[C@H](S)[C@](CCCCCOC(C)=O)(OC#N)[C@@]1(CCCI)c1ccncc1.NC(N)=O.NC(N)=O.NC(N)=O.NC(N)=O.NC(N)=O.NC(N)=O.NC(N)=O.NC(N)=O.NC(N)=O.NC(N)=O.NC(N)=O

Mulliken atomic charge list, values in e, 6 entries: C -0.947; C 0.034; B 0.353; O -0.593; C -0.348; N 1.449



The following is a quantum chemistry calculation of 2 unconnected molecules or ions with the total composition CH2NO3P, from the Open Molecules 2025 dataset.

Geometry as ORCA input:
```
! RIJCOSX wB97M-V def2-TZVPD def2/J DEFGRID3
* xyz 0 1
C 1.753 0.016 -0.162
N 1.482 -0.572 0.835
O -1.528 0.595 0.600
O -1.454 -1.301 -0.855
O 2.095 0.801 -0.951
P -1.677 0.144 -1.020
H -1.407 1.577 0.553
H 0.736 -1.261 1.002
*
```

Properties
* structure (SMILES): N=C=O.O=PO

natural (NBO) atomic charge list, values in e, 6 entries: C 0.841; N -0.759; O -0.975; O -1.004; O -0.526; P 1.496



The following is a quantum chemistry calculation of C4H10N2O in the gas phase, from the Open Molecules 2025 dataset.

Geometry as ORCA input:
```
! RIJCOSX wB97M-V def2-TZVPD def2/J DEFGRID3
* xyz 0 1
O -3.067 0.155 -1.911
C -2.016 0.331 -1.344
N -0.789 -0.123 -1.895
C 0.545 0.037 -1.183
C 0.643 0.673 0.192
C 0.164 -0.206 1.369
N 1.031 -0.984 2.207
H -2.136 0.626 -0.250
H -0.762 -0.636 -2.776
H 1.043 -0.978 -0.894
H 1.192 0.721 -1.954
H 0.394 1.779 0.229
H 1.687 0.936 0.312
H -0.647 -0.811 1.041
H -0.377 0.350 2.173
H 1.648 -1.408 1.682
H 1.448 -0.462 3.002
*
```

Properties
* structure (SMILES): NCCCNC=O

natural (NBO) atomic charge list, values in e, 6 entries: O -0.595; C 0.511; N -0.658; C -0.210; C -0.475; C -0.247



The following is a quantum chemistry calculation of a molecular structure, C7H16FO4Sr, from the Open Molecules 2025 dataset.

Geometry as ORCA input:
```
! RIJCOSX wB97M-V def2-TZVPD def2/J DEFGRID3
* xyz 1 1
F 2.316 1.367 -3.945
C -1.626 0.966 -2.046
O -0.659 0.501 -1.110
C 0.624 1.316 -0.918
C 1.741 0.336 -0.617
O 1.274 -0.481 0.464
C 1.257 -1.895 0.265
C 0.432 -2.473 1.388
O -0.809 -1.756 1.432
C -1.819 -2.378 2.227
H -2.376 0.172 -2.125
H -2.090 1.916 -1.749
H -1.125 1.140 -3.006
H 0.853 2.104 -1.677
H 2.640 0.868 -0.286
H 1.968 -0.279 -1.495
H 2.277 -2.299 0.295
H 0.800 -2.118 -0.710
H 0.936 -2.364 2.359
H 0.235 -3.535 1.193
H -2.700 -1.730 2.199
H -2.065 -3.358 1.799
H -1.461 -2.490 3.259
O 0.343 1.932 0.339
C -0.002 3.320 0.341
Sr -0.710 0.231 1.077
H -0.165 3.599 1.386
H 0.823 3.896 -0.093
H -0.912 3.492 -0.247
*
```

Mulliken atomic charge list, values in e, 6 entries: F -0.882; C -0.872; O -0.347; C -0.391; C -0.522; O -0.613



Number 1: gap between HOMO and LUMO 8.84 eV. Number 2: gap between HOMO and LUMO 10.28 eV. Number 3: gap between HOMO and LUMO 10.26 eV. Number 4: gap between HOMO and LUMO 4.43 eV.